No. 1
The following is a DFT calculation (ωB97M-V/def2-TZVPD) of an isolated molecule of C23H22N2O7S in a non-equilibrium geometry.

```
55
Properties=species:S:1:pos:R:3:forces:R:3
C -1.523 -2.040 2.712 0.253 0.455 0.085
N -2.012 -3.125 1.888 0.005 -0.158 -0.907
S -1.736 -2.943 0.244 -0.085 -0.225 0.512
O -1.904 -4.236 -0.346 -0.289 -0.071 0.061
O -0.493 -2.250 0.014 -0.389 0.229 0.137
C -3.095 -1.879 -0.205 0.491 -0.251 0.124
C -4.303 -2.444 -0.565 -0.120 -0.117 -0.069
C -5.363 -1.615 -0.902 0.085 -0.068 0.035
C -5.203 -0.239 -0.868 0.184 0.177 0.028
C -3.986 0.317 -0.484 0.020 -0.216 -0.006
C -3.804 1.797 -0.489 -0.276 -0.035 -0.256
O -4.382 2.549 -1.232 0.024 -0.054 0.107
O -2.898 2.164 0.415 0.095 -0.128 0.276
C -2.436 3.510 0.401 0.055 0.618 0.020
C -0.927 3.522 0.684 -0.441 -0.060 0.129
O -0.470 4.316 1.483 -0.097 0.127 -0.031
C -0.162 2.518 -0.014 0.824 -0.378 -0.112
C -0.544 1.748 -1.154 0.241 -0.074 0.042
C 0.442 0.839 -1.391 -0.424 0.027 -0.438
C 0.534 -0.210 -2.438 0.016 -0.066 0.077
N 1.427 1.023 -0.443 -0.247 0.205 -0.017
C 2.608 0.256 -0.344 0.487 -0.460 0.108
C 2.522 -1.111 -0.119 -0.127 0.316 -0.007
C 3.669 -1.894 -0.018 0.451 0.016 -0.040
C 4.881 -1.259 -0.143 -0.141 0.548 -0.089
C 4.964 0.117 -0.369 -0.183 -0.558 0.115
C 3.844 0.901 -0.476 0.193 -0.131 -0.038
O 6.279 0.485 -0.458 -0.422 0.290 -0.032
C 7.025 -0.701 -0.284 1.276 -0.091 -0.021
O 6.143 -1.784 -0.083 -0.445 -0.229 0.052
C 1.086 2.044 0.383 -0.517 0.463 0.335
C 1.917 2.468 1.535 0.025 -0.016 0.096
C -2.918 -0.513 -0.154 -0.016 0.227 0.002
H -1.687 -2.280 3.760 -0.069 -0.002 -0.031
H -2.091 -1.146 2.460 0.032 0.118 0.173
H -0.460 -1.841 2.541 -0.068 0.047 0.113
H -1.688 -4.034 2.183 0.034 -0.251 -0.144
H -4.385 -3.518 -0.594 -0.112 -0.130 -0.027
H -6.309 -2.041 -1.196 -0.064 -0.046 -0.018
H -6.013 0.421 -1.140 -0.066 0.053 -0.038
H -2.651 3.964 -0.574 0.049 -0.053 0.140
H -2.950 4.083 1.180 0.117 -0.103 -0.133
H -1.422 1.881 -1.753 -0.180 -0.045 -0.188
H 1.549 -0.286 -2.825 0.028 -0.046 -0.116
H -0.143 0.029 -3.254 -0.017 0.017 -0.059
H 0.251 -1.178 -2.025 0.043 -0.072 -0.110
H 1.550 -1.570 -0.022 -0.028 0.013 0.020
H 3.610 -2.955 0.154 -0.017 -0.162 0.024
H 3.910 1.959 -0.664 -0.017 0.162 -0.035
H 7.638 -0.885 -1.180 -0.222 0.042 0.166
H 7.686 -0.596 0.592 -0.228 -0.013 -0.159
H 1.284 2.955 2.272 0.051 -0.007 0.008
H 2.667 3.196 1.223 0.080 0.052 0.058
H 2.428 1.616 1.981 0.063 -0.016 0.043
H -1.954 -0.103 0.100 0.086 0.129 0.039
```
Forces are in eV/Å.

SMILES: CNS(=O)(=O)c1cccc(C(=O)OCC(=O)c2cc(C)n(-c3ccc4c(c3)OCO4)c2C)c1
Kohn-Sham gap (eV): 8.206
Lowest unoccupied orbital energy (eV): 0.11
Relative energy (zero: lowest compared OMol25 entry of this formula, charge and spin) (eV): 1.519
HOMO (eV): -8.10

=====

No. 2
The following is a DFT calculation (ωB97M-V/def2-TZVPD) of an isolated molecule of C23H22N4O4S in a non-equilibrium geometry.

```
54
Properties=species:S:1:pos:R:3:forces:R:3
C -6.555 -0.247 1.528 -0.027 -0.170 0.163
O -6.395 0.777 0.573 0.006 0.213 -0.202
C -5.197 0.903 -0.047 0.270 0.055 -0.101
C -5.115 1.895 -1.028 -0.092 -0.085 0.118
C -3.944 2.093 -1.727 -0.085 0.006 0.058
C -2.829 1.312 -1.469 0.095 -0.319 0.091
C -2.907 0.344 -0.481 -0.479 0.379 -0.323
N -1.777 -0.485 -0.210 0.007 -0.162 -0.050
C -0.638 0.061 0.305 0.850 0.164 0.382
S -0.714 1.777 0.692 0.065 0.433 0.211
C 0.805 1.981 1.689 -0.360 -0.023 -0.018
C 1.708 3.074 1.138 -0.204 -0.216 0.038
O 1.825 4.126 1.738 -0.078 0.240 0.312
N 2.341 2.839 -0.030 0.262 0.123 -0.312
C 2.428 1.594 -0.759 0.305 -0.319 -0.024
C 3.890 1.126 -0.767 -0.384 -0.118 -0.050
O 4.742 2.103 -1.316 0.116 -0.037 -0.131
C 4.660 3.311 -0.591 -0.213 0.299 0.026
C 3.228 3.850 -0.575 0.332 0.162 0.097
N 0.462 -0.580 0.533 -0.165 0.083 0.073
C 0.456 -1.903 0.235 -1.083 -0.467 -0.415
C -0.672 -2.552 -0.260 0.585 0.500 0.291
N -0.388 -3.877 -0.455 -0.422 -0.202 -0.173
C 0.913 -4.099 -0.104 0.403 0.320 0.192
C 1.656 -5.274 -0.133 0.076 -0.155 -0.011
C 2.969 -5.212 0.280 -0.188 -0.111 -0.081
C 3.546 -4.013 0.714 0.194 0.208 0.099
C 2.821 -2.844 0.749 -0.013 -0.098 -0.021
C 1.489 -2.879 0.339 -0.140 -0.395 -0.127
C -1.899 -1.860 -0.514 0.095 -0.295 -0.084
O -2.937 -2.327 -0.942 0.040 -0.129 -0.020
C -4.077 0.129 0.232 -0.188 0.046 0.145
H -7.594 -0.193 1.846 0.090 -0.040 0.009
H -6.358 -1.232 1.094 0.005 0.034 0.017
H -5.904 -0.092 2.395 -0.011 -0.012 -0.041
H -5.992 2.490 -1.225 -0.108 0.076 -0.029
H -3.897 2.855 -2.489 -0.010 0.077 -0.064
H -1.916 1.447 -2.027 0.100 -0.002 -0.052
H 0.481 2.302 2.679 0.131 -0.031 -0.109
H 1.281 1.004 1.738 0.043 0.061 0.039
H 1.805 0.818 -0.320 0.048 0.121 -0.040
H 2.106 1.775 -1.792 -0.016 -0.072 0.042
H 4.003 0.235 -1.386 -0.033 -0.007 0.074
H 4.201 0.895 0.264 -0.029 -0.020 -0.046
H 5.331 4.012 -1.089 -0.032 0.010 0.087
H 5.001 3.152 0.444 -0.017 0.035 -0.068
H 3.155 4.741 0.049 0.023 -0.068 -0.124
H 2.910 4.083 -1.597 0.032 0.016 0.034
H -1.042 -4.553 -0.812 0.052 0.052 0.021
H 1.216 -6.200 -0.469 -0.016 -0.112 -0.030
H 3.571 -6.108 0.268 0.032 -0.083 -0.009
H 4.579 -4.014 1.026 0.086 0.014 0.029
H 3.260 -1.917 1.082 0.081 0.096 0.057
H -4.094 -0.647 0.980 -0.032 -0.073 0.051
```
Forces are in eV/Å.

SMILES: COc1cccc(-n2c(SCC(=O)N3CCOCC3)nc3c([nH]c4ccccc43)c2=O)c1
Kohn-Sham gap (eV): 8.213
Lowest unoccupied orbital energy (eV): 0.21
Relative energy (zero: lowest compared OMol25 entry of this formula, charge and spin) (eV): 1.259
HOMO (eV): -8.00

=====

No. 3
The following is a DFT calculation (ωB97M-V/def2-TZVPD) of a structure of composition C23H23AsBrFN2O3Pd.

```
55
Properties=species:S:1:pos:R:3:forces:R:3
Pd -0.235 0.307 1.635 0.112 0.213 0.644
N -1.582 1.225 -2.865 -0.097 -0.071 0.037
C -1.358 1.111 -1.513 0.134 0.060 0.020
N -0.407 1.888 -1.092 -0.009 0.244 0.100
C 0.043 2.560 -2.210 -0.061 -0.108 -0.213
C 1.068 3.493 -2.342 -0.071 -0.019 -0.002
C 1.327 4.006 -3.602 0.038 0.009 0.072
C 0.589 3.598 -4.720 -0.043 -0.017 -0.061
C -0.428 2.662 -4.613 0.013 0.006 -0.025
C -0.685 2.150 -3.347 0.112 0.073 0.014
H -2.204 0.641 -3.392 0.002 0.014 0.000
H -1.883 0.391 -0.898 -0.028 -0.032 -0.052
H 1.639 3.783 -1.470 0.015 0.029 -0.011
H 2.122 4.730 -3.733 -0.001 0.000 0.008
H 0.822 4.018 -5.691 -0.002 -0.006 0.000
H -0.986 2.344 -5.485 -0.010 -0.010 0.011
C -1.061 3.721 3.699 -0.090 -0.133 -0.041
As -0.247 1.930 3.354 0.478 0.221 -0.377
C 1.440 2.802 2.728 -0.048 0.046 0.109
C -2.091 1.321 2.489 -0.325 -0.592 -0.716
O -0.033 1.291 4.868 -0.017 -0.092 0.248
H -1.283 4.225 2.755 0.008 0.025 0.010
H -0.359 4.317 4.285 0.012 -0.009 -0.003
H -1.982 3.581 4.266 -0.005 0.003 -0.010
H 1.194 3.438 1.875 0.008 -0.019 -0.019
H 2.154 2.043 2.425 0.004 -0.011 0.026
H 1.825 3.408 3.554 0.002 0.016 -0.019
H -2.550 0.704 3.258 -0.021 0.165 0.121
H -2.156 0.730 1.540 -0.093 -0.183 0.082
H -2.687 2.197 2.242 0.184 0.183 0.237
F 5.668 -1.835 1.448 -0.028 0.009 -0.001
C 4.366 -1.378 1.496 0.013 -0.009 -0.014
C 3.814 -1.056 2.717 0.028 -0.015 -0.005
C 2.501 -0.587 2.748 -0.020 0.003 0.005
C 1.711 -0.434 1.596 -0.179 0.032 -0.157
C 2.342 -0.791 0.393 -0.031 -0.046 -0.005
C 3.656 -1.255 0.322 0.055 -0.027 0.025
H 4.403 -1.165 3.621 0.004 -0.002 -0.001
H 2.077 -0.316 3.712 0.006 -0.001 -0.002
H 1.784 -0.715 -0.537 0.001 0.014 0.006
H 4.123 -1.521 -0.620 0.002 0.002 -0.001
Br -4.291 -7.011 -1.792 0.010 0.002 0.001
C -2.813 -5.838 -1.448 0.026 0.005 0.005
C -1.530 -6.322 -1.632 -0.015 -0.043 -0.010
C -0.463 -5.467 -1.383 0.034 -0.054 -0.014
C -0.687 -4.163 -0.972 -0.082 0.106 0.037
C -1.985 -3.695 -0.794 0.088 -0.038 -0.005
C -3.059 -4.546 -1.027 -0.035 0.012 -0.003
C -2.235 -2.242 -0.347 -0.157 0.015 0.138
O -3.416 -1.950 -0.076 0.039 0.033 -0.164
O -1.216 -1.518 -0.320 0.014 0.016 -0.020
H -1.371 -7.342 -1.956 0.012 0.004 -0.002
H 0.551 -5.830 -1.511 -0.004 -0.007 -0.002
H 0.122 -3.471 -0.771 0.018 -0.019 -0.006
H -4.059 -4.164 -0.867 0.000 0.003 0.002
```
Forces are in eV/Å.

Kohn-Sham gap (eV): 4.578
Charge: -2
Lowest unoccupied orbital energy (eV): 3.83
Relative energy (zero: lowest compared OMol25 entry of this formula, charge and spin) (eV): 2.289
HOMO (eV): -0.75

=====

No. 4
The following is a DFT calculation (ωB97M-V/def2-TZVPD) of a structure of composition C23H23AsOPV in a non-equilibrium geometry.

```
50
Properties=species:S:1:pos:R:3:forces:R:3
C 1.234 -0.699 -1.104 -0.157 -2.136 -0.699
C 0.558 -0.302 -2.261 -0.455 0.460 -0.069
C -0.785 -0.807 -2.392 1.750 0.199 0.080
C -1.034 -1.927 -1.556 1.510 0.015 -0.267
C 0.174 -2.222 -0.739 -0.673 1.524 -0.395
V -0.425 -0.472 -0.091 0.201 -0.234 -0.788
P -0.785 2.004 0.042 -0.059 0.680 0.404
H 2.249 -0.307 -0.823 -1.034 -1.160 -0.238
H 1.045 0.384 -2.986 -0.809 -0.099 0.688
H -1.387 -0.457 -3.216 -0.446 -0.027 0.284
H 0.417 -3.169 -0.231 0.114 0.790 -0.233
H -1.941 -2.494 -1.764 0.519 -0.322 0.526
H -1.920 2.518 0.748 0.635 0.274 -0.282
H -0.756 2.750 -1.146 -0.270 0.084 0.109
H 0.347 2.624 0.665 -0.685 -0.107 -0.002
O 0.577 -0.607 1.539 -0.540 0.348 2.462
As 0.320 -0.335 3.241 1.060 -0.195 -1.989
C -1.386 0.490 3.483 0.212 0.205 -0.091
C -2.521 -0.211 3.063 -0.054 0.245 0.009
C -3.766 0.387 3.232 -0.127 -0.201 -0.320
C -3.886 1.670 3.760 0.244 -0.043 -0.034
C -2.735 2.372 4.109 -0.064 0.104 -0.016
C -1.474 1.797 3.973 -0.249 -0.158 -0.200
C 0.430 -2.054 4.059 -0.036 0.057 0.630
C -0.494 -3.050 3.716 0.186 -0.158 0.274
C -0.482 -4.253 4.425 0.193 0.162 -0.085
C 0.477 -4.465 5.426 -0.018 0.194 -0.006
C 1.394 -3.461 5.769 -0.323 -0.077 -0.182
C 1.357 -2.238 5.094 -0.132 -0.356 -0.061
C 1.801 0.804 3.762 -0.123 0.254 0.591
C 1.853 1.459 5.007 0.213 0.047 -0.211
C 2.973 2.240 5.324 -0.287 -0.206 -0.004
C 4.022 2.389 4.422 -0.242 -0.301 -0.240
C 3.945 1.754 3.188 -0.140 -0.220 -0.216
C 2.854 0.954 2.858 -0.414 -0.027 0.149
H -2.440 -1.175 2.543 -0.076 0.361 0.464
H -4.649 -0.146 2.899 0.035 0.054 0.072
H -4.869 2.135 3.851 0.326 -0.165 0.035
H -2.821 3.390 4.466 0.025 0.004 0.035
H -0.580 2.390 4.178 -0.247 -0.276 0.111
H -1.206 -2.905 2.904 0.196 -0.046 0.244
H -1.227 -5.019 4.192 0.393 0.220 0.074
H 0.501 -5.423 5.947 -0.027 0.319 -0.103
H 2.111 -3.618 6.580 -0.242 0.018 -0.376
H 2.060 -1.451 5.368 -0.200 -0.142 -0.104
H 1.031 1.382 5.722 0.283 -0.054 -0.159
H 3.034 2.734 6.285 -0.114 -0.027 0.000
H 4.896 2.982 4.671 -0.167 -0.021 0.020
H 4.728 1.856 2.448 0.133 0.076 0.106
H 2.776 0.449 1.902 0.180 0.066 0.002
```
Forces are in eV/Å.

Kohn-Sham gap (alpha / beta) (eV): 7.662 / 7.109
Charge: +1
Lowest unoccupied orbital energy (alpha / beta) (eV): -2.82 / -2.80
Spin multiplicity: 2
HOMO (alpha / beta) (eV): -10.48 / -9.90

=====

For reference, energy by record: -52355.5866; -49194.6656; -170424.9578; -122076.4402 eV.